1.
7
Properties=species:S:1:pos:R:3:forces:R:3:nbo_charge:R:1 method="wB97M-V/def2-TZVPD" de_lowest_kj_mol=517.7 energy_ha=-680.062868 orbital_gap_ev="6.27 / 6.30"
C -0.5142 -0.8089 1.4923 -0.8 -2.0 1.4 0.049
C 0.0125 0.1571 0.7900 0.4 3.4 -4.3 0.653
N -1.1616 -1.6650 1.8933 -0.7 -1.2 0.8 -0.097
O 0.3271 1.2540 0.5802 0.4 -0.5 0.7 -0.348
O -0.2530 -0.5705 -1.3034 0.3 -0.9 2.3 -0.841
S 0.2254 0.6853 -2.0142 -1.3 1.2 -1.2 0.553
H 1.3640 0.9479 -1.4383 1.6 0.0 0.2 0.031

---

2.
25
Properties=species:S:1:pos:R:3:forces:R:3:nbo_charge:R:1 method="wB97M-V/def2-TZVPD" de_lowest_kj_mol=1053.1 energy_ha=-591.253066 orbital_gap_ev=3.19
N 1.2785 0.3616 1.7969 0.8 -0.2 -0.6 -0.923
H -1.8870 -0.1241 -1.0586 0.1 0.0 -0.1 0.012
H 0.7703 1.1768 2.1065 -0.3 0.0 0.1 0.408
H 1.4485 0.3887 0.7856 -0.2 0.2 -0.2 0.397
H 0.4802 -2.2231 -0.0942 0.1 -0.1 0.2 0.500
H 0.3996 -1.0508 0.9252 -0.1 0.0 0.2 0.479
O -0.1130 -1.7758 0.5313 -0.4 -0.1 0.1 -0.906
H 2.1810 0.2532 2.2455 -0.2 -0.1 0.3 0.377
H -1.7227 2.7853 -0.5619 0.0 0.0 -0.2 0.477
O -0.9895 2.2198 -0.2890 0.3 0.0 0.0 -0.828
H 1.1387 -0.8997 -3.5735 0.0 -0.1 0.0 0.462
H 1.0604 -1.9778 -2.0668 0.4 -0.4 0.5 0.460
O 0.5196 -1.1060 -2.8573 -0.1 0.5 0.1 -0.776
H -2.1276 0.2550 1.8576 0.4 0.1 -0.1 0.486
H -1.9528 -1.0309 0.9498 0.2 0.3 0.3 0.497
O -2.4823 -0.6121 1.6444 -0.6 -0.4 0.0 -0.913
H 0.8459 0.3232 -1.7710 0.1 0.0 0.3 0.510
H 0.5365 1.5505 -0.7924 0.6 -0.7 -0.6 0.507
O 1.2820 0.9850 -1.1770 -1.1 0.7 0.3 -0.870
H -0.9524 2.7516 2.6305 -0.2 -0.1 -0.6 0.481
H -1.0383 2.1404 0.9735 0.0 0.1 0.4 0.461
O -1.0967 1.9794 2.0605 0.2 -0.1 0.4 -0.908
H -1.5059 -0.7652 -1.1746 0.0 0.1 -0.1 0.016
H 2.3100 -3.0622 -1.7780 -0.7 0.4 0.5 0.484
O 1.6168 -2.5430 -1.3129 0.7 -0.3 -1.2 -0.888

---

3.
8
Properties=species:S:1:pos:R:3:forces:R:3:nbo_charge:R:1 method="wB97M-V/def2-TZVPD" de_lowest_kj_mol=273.5 energy_ha=-974.115036 orbital_gap_ev=6.72
C 1.1543 -0.3254 0.4119 5.1 2.2 -0.9 -0.400
C 0.8831 0.7589 -0.2899 -2.1 -1.9 1.0 -0.382
F -3.4611 -1.0467 -0.4528 1.2 0.7 0.1 -0.467
S -0.6794 1.3297 -0.7506 -2.4 -1.8 0.7 0.170
S -2.0815 -0.6408 0.3426 0.5 1.4 -1.0 0.466
H 2.2219 -0.6031 0.6867 -1.6 0.4 -0.4 0.213
H 0.4171 -0.9180 0.6756 -3.2 -3.0 1.4 0.182
H 1.5457 1.4454 -0.6235 2.5 2.0 -0.9 0.217

---

4.
55
Properties=species:S:1:pos:R:3:forces:R:3:nbo_charge:R:1 method="wB97M-V/def2-TZVPD" de_lowest_kj_mol=457.1 energy_ha=-5369.123008 orbital_gap_ev=7.54 total_charge=-2
Zr 1.1049 -0.8146 -1.6576 -1.2 1.2 3.9 2.547
P -2.0028 -1.3710 -1.8163 -6.2 0.3 0.6 2.624
F -2.8955 -2.5271 -1.1758 1.2 0.4 0.9 -0.546
F -0.9423 -1.0643 -0.6437 -0.5 0.0 3.8 -0.554
F -0.8583 -2.3938 -2.2058 0.9 -3.6 -1.6 -0.571
F -0.9840 -0.4003 -2.5466 0.1 3.7 -3.4 -0.564
F -2.9168 -1.5341 -3.1392 1.4 0.5 0.1 -0.559
F -3.0874 -0.1940 -1.1971 2.7 -2.0 -1.3 -0.549
P 1.9687 -0.3393 -4.4677 3.7 3.6 -4.5 2.626
F 2.5639 -1.4038 -5.5187 -0.9 1.0 1.4 -0.531
F 0.9389 -1.3304 -3.8292 -4.8 -3.7 -2.1 -0.552
F 2.7272 -0.9069 -3.1766 5.4 -1.4 1.4 -0.551
F 1.3729 0.5694 -3.2913 -1.6 4.6 2.0 -0.551
F 3.1430 0.8101 -4.8092 -1.2 -2.3 1.0 -0.550
F 1.0311 0.4530 -5.4701 -0.4 -1.6 0.0 -0.537
P 2.1403 -3.5876 -0.7031 0.5 -3.0 0.8 2.622
F 2.6287 -2.0292 -0.7140 3.8 2.2 0.8 -0.554
F 2.5967 -3.8703 0.8108 -0.2 0.4 -1.7 -0.535
F 0.8339 -2.7849 -0.2335 -2.8 -1.4 1.6 -0.552
F 1.4004 -5.0492 -0.8572 0.9 2.4 0.0 -0.544
F 1.6066 -3.0328 -2.1684 -0.6 -1.2 -2.7 -0.570
F 3.5259 -4.0838 -1.3701 -1.5 0.5 0.8 -0.541
P 4.1183 0.9533 -0.2642 1.4 2.1 3.1 2.590
F 5.4372 1.5331 0.5342 -0.4 -1.8 -1.5 -0.566
F 3.2562 1.9500 0.7643 0.9 -1.9 -1.9 -0.555
F 4.1926 2.1723 -1.3548 0.1 -1.2 0.5 -0.571
F 2.7050 0.4972 -0.9764 -2.6 -0.6 -1.6 -0.573
F 4.8380 -0.0845 -1.3419 0.1 1.3 1.3 -0.574
F 3.8701 -0.3529 0.7432 0.9 1.7 -0.7 -0.573
O 1.0232 -0.4376 0.6718 -0.2 0.4 1.4 -0.660
C 0.5303 -0.3904 1.8163 -1.2 -2.4 -1.3 0.758
O -0.4605 -1.1803 2.2395 1.6 1.6 -1.3 -0.604
B -0.9648 -0.6049 3.5258 -0.8 -0.7 0.1 1.186
O 0.0685 0.3158 3.9604 0.6 0.3 -0.1 -0.636
C 0.9143 0.5309 2.9714 2.2 3.5 -0.9 0.666
O 1.7619 1.4207 2.8431 -2.3 -2.8 1.1 -0.486
O -2.2842 -0.0054 3.3467 1.6 1.0 -1.1 -0.655
C -3.1665 -0.5909 4.1041 -0.6 1.5 -0.3 0.655
O -4.2732 -0.1878 4.2500 -0.9 -0.6 0.6 -0.518
C -2.4989 -1.7407 4.7515 0.0 -1.3 0.3 0.676
O -1.1915 -1.7001 4.4438 -0.6 -0.8 1.1 -0.667
O -3.1218 -2.5671 5.3578 0.9 -0.3 0.3 -0.550
O -5.7284 4.1211 0.8849 3.4 -1.4 -0.2 -0.588
C -4.5815 3.6237 0.8860 -2.9 1.7 0.3 0.673
O -3.5518 4.0312 0.1707 1.0 -0.2 -0.7 -0.649
B -2.3486 3.1266 0.4196 -1.6 1.4 0.7 1.161
O -2.8421 2.2451 1.4304 -0.6 -1.2 1.8 -0.673
C -4.1123 2.4701 1.7897 -2.1 -0.8 0.6 0.684
O -4.8743 1.9031 2.5671 2.6 1.2 -1.8 -0.512
O -1.1245 3.8381 0.8817 -0.3 0.0 -0.8 -0.626
C -0.0984 3.1872 0.3695 2.1 -0.8 2.1 0.646
O 1.0527 3.1773 0.7356 -1.2 1.0 -0.7 -0.476
C -0.5928 2.1068 -0.5548 -2.3 0.0 -1.4 0.778
O -1.9134 2.3116 -0.7097 2.3 -1.1 -0.8 -0.604
O 0.0649 1.2122 -1.0770 0.2 0.6 0.0 -0.662

---

5.
66
Properties=species:S:1:pos:R:3:forces:R:3:nbo_charge:R:1 method="wB97M-V/def2-TZVPD" de_lowest_kj_mol=70.1 energy_ha=-2333.284104 orbital_gap_ev=7.57 total_charge=+1
Pd 0.6278 -0.6094 0.2377 0.3 -0.2 0.0 1.008
O 1.4246 2.5336 -2.1025 0.0 0.0 0.1 -0.960
S 1.3713 1.0947 -2.0893 0.0 -0.3 0.1 2.302
O 2.4597 0.3507 -1.5087 0.2 0.1 -0.2 -0.961
N 0.0343 0.5097 -1.3161 -0.3 1.2 -0.5 -0.927
C -1.1165 1.3323 -1.2134 0.1 -0.4 -0.2 0.143
C -1.4277 2.3434 -2.0979 -0.2 0.0 0.1 -0.254
C -2.5837 3.1357 -1.9475 0.1 0.0 0.0 -0.179
C -3.4633 2.9269 -0.9300 0.0 -0.1 0.0 -0.217
C -3.2194 1.8707 -0.0234 0.0 0.1 0.0 -0.102
C -4.1119 1.5764 1.0357 0.0 0.0 -0.1 -0.134
C -3.8506 0.5381 1.8770 0.1 0.0 0.0 -0.271
C -2.6769 -0.2127 1.6514 -0.1 0.0 0.1 0.051
N -1.8273 0.0335 0.6919 -0.2 0.0 0.0 -0.476
C -2.0642 1.0654 -0.1581 0.1 0.0 -0.1 0.179
C 1.2731 0.5776 -3.7828 -0.2 0.0 0.0 -0.262
C 1.6206 -0.7281 -4.1026 0.0 -0.1 0.0 -0.215
C 1.5481 -1.1472 -5.4202 0.0 0.0 0.0 -0.215
C 1.1342 -0.2647 -6.4103 0.0 0.0 0.0 -0.191
C 0.8092 1.0422 -6.0873 0.0 0.0 0.1 -0.192
C 0.8810 1.4712 -4.7684 0.1 -0.1 0.0 -0.217
H -0.7760 2.5729 -2.9192 0.1 0.0 -0.1 0.228
H -2.7603 3.9255 -2.6649 0.0 0.0 0.0 0.223
H -4.3515 3.5325 -0.8145 0.0 0.0 0.0 0.218
H -5.0016 2.1821 1.1525 0.0 0.0 0.0 0.224
H -4.5166 0.2809 2.6877 0.0 0.0 0.0 0.228
H -2.4378 -1.0471 2.3065 0.0 0.0 0.0 0.183
H 1.9817 -1.3889 -3.3257 0.0 0.0 0.0 0.229
H 1.8322 -2.1581 -5.6814 0.0 0.0 0.0 0.219
H 1.0850 -0.5950 -7.4393 0.0 0.0 0.0 0.223
H 0.5105 1.7347 -6.8620 0.0 0.0 0.0 0.224
H 0.6711 2.4976 -4.5096 0.0 0.1 0.0 0.236
C 1.8045 -2.8681 4.1820 0.0 0.0 0.0 -0.419
N 1.2200 -3.6329 3.0905 -0.1 0.0 -0.1 -0.407
C 1.0987 -5.0787 3.2232 0.0 0.0 0.0 -0.424
C 0.9427 -2.9967 1.9272 0.4 0.1 0.0 0.640
N 1.2824 -1.7784 1.6715 0.0 -0.4 0.9 -0.728
N 0.2656 -3.7507 0.9839 -0.2 -0.1 -0.1 -0.614
C -0.0149 -3.4093 -0.3317 0.2 0.0 0.1 0.637
N -0.6980 -4.3775 -0.9995 0.0 -0.1 -0.1 -0.794
N 0.3386 -2.2854 -0.8385 -0.4 0.1 0.0 -0.702
H 1.7946 -3.4782 5.0794 0.0 0.0 0.0 0.229
H 1.2135 -1.9714 4.3783 0.0 0.0 0.0 0.215
H 2.8384 -2.5808 3.9708 0.0 0.0 0.0 0.209
H 1.6012 -5.3843 4.1353 0.0 0.0 0.0 0.238
H 1.5841 -5.5963 2.3941 0.0 0.0 0.0 0.213
H 0.0551 -5.3991 3.3031 0.0 0.0 0.0 0.200
H 1.8039 -1.3238 2.4098 0.0 0.0 -0.1 0.398
H -0.1494 -4.6044 1.3161 0.0 0.0 0.0 0.416
H -0.6104 -5.3361 -0.7064 0.0 0.0 0.0 0.401
H -0.8488 -4.2519 -1.9865 0.0 0.1 0.0 0.414
H 0.0500 -2.1454 -1.7997 0.1 0.0 0.0 0.400
C 2.2778 2.8835 3.0163 0.0 0.0 0.0 -1.006
P 0.8559 2.4278 2.0130 -0.1 0.2 0.0 1.973
C -0.6029 2.6289 3.0496 0.0 0.0 0.0 -1.012
C 0.7317 3.6627 0.7219 0.0 0.0 0.1 -1.029
O 0.9826 1.0075 1.5352 0.2 -0.1 0.0 -1.129
H 2.1757 3.9021 3.3875 0.0 0.0 0.0 0.252
H 3.1816 2.8163 2.4118 0.0 0.0 0.0 0.264
H 2.3729 2.2061 3.8643 0.0 0.0 0.0 0.249
H -0.6737 3.6431 3.4403 0.0 0.0 0.0 0.252
H -0.5668 1.9285 3.8838 0.0 0.0 0.0 0.249
H -1.4930 2.4133 2.4563 0.0 0.0 0.0 0.260
H 0.6617 4.6521 1.1763 0.0 0.0 0.0 0.250
H -0.1524 3.4838 0.1101 0.0 0.0 0.0 0.271
H 1.5983 3.6165 0.0653 0.0 0.0 0.0 0.288

---

6.
18
Properties=species:S:1:pos:R:3:forces:R:3:nbo_charge:R:1 method="wB97M-V/def2-TZVPD" de_lowest_kj_mol=515.0 energy_ha=-384.906238 orbital_gap_ev="8.93 / 8.93"
C 1.1378 -1.1295 0.4060 -3.9 4.9 -1.1 -0.490
C 1.7452 0.1991 -0.0484 2.1 0.0 0.7 0.055
C -1.6204 0.1282 -0.9995 -2.0 0.3 0.7 -0.006
C -0.2055 -0.0755 -1.0307 2.0 -3.1 2.7 0.610
C 1.8069 1.2148 1.1143 4.8 1.3 -1.4 -0.624
C -2.6274 -0.6974 -0.1701 -0.4 3.3 0.5 -0.641
O 0.9167 0.7076 -1.1054 -0.3 0.2 -0.8 -0.537
O -0.9780 -0.5955 -2.0369 2.1 0.1 -1.0 -0.463
H 1.5018 -1.9499 -0.1014 0.4 -2.1 -0.2 0.212
H 0.6082 -0.9859 1.3849 0.9 -1.2 -0.9 0.219
H 2.8282 0.0359 -0.4486 -1.8 0.5 0.4 0.180
H -1.9910 1.1126 -1.3830 0.1 -0.8 0.6 0.188
H 0.8975 1.4476 1.5043 -2.8 0.2 1.3 0.201
H 2.2119 2.2658 0.7335 -0.7 -2.2 0.6 0.214
H 2.5550 0.8925 1.9359 -1.3 0.3 -1.3 0.217
H -3.6252 -0.3556 -0.4962 0.3 -0.1 0.5 0.214
H -2.4804 -0.4821 0.8955 -0.3 0.5 -0.1 0.218
H -2.6812 -1.7328 -0.1543 0.8 -2.1 -1.0 0.233

---

7.
43
Properties=species:S:1:pos:R:3:forces:R:3:nbo_charge:R:1 method="wB97M-V/def2-TZVPD" multiplicity=5 energy_ha=-4134.160118 orbital_gap_ev="8.14 / 7.14" total_charge=+1 s2=6.012
Ir -0.2249 -0.3854 -0.1177 0.1 0.2 -0.2 1.449
C -0.8313 -4.3003 -2.3701 -0.1 0.0 0.0 -0.412
N 0.3951 -3.5196 -2.4725 0.1 0.0 0.1 -0.306
C 1.0937 -3.2897 -3.6349 0.1 0.0 -0.1 -0.017
C 2.0503 -2.3834 -3.3613 0.0 0.0 0.0 -0.046
N 1.9276 -2.0602 -2.0177 -0.1 -0.1 0.0 -0.361
C 0.8931 -2.7607 -1.4962 0.0 0.0 0.0 0.304
S 0.2758 -2.6897 0.1122 0.0 -0.1 -0.1 -0.090
C 2.7012 -1.0455 -1.3934 0.1 0.0 0.0 0.375
C 4.0452 -0.9387 -1.7123 -0.1 0.0 0.1 -0.239
C 4.7544 0.1336 -1.1980 0.0 0.0 0.0 -0.115
C 4.0982 1.0513 -0.3936 0.0 0.0 0.0 -0.227
C 2.7637 0.8445 -0.1089 0.0 0.0 0.0 0.080
N 2.0774 -0.1979 -0.5838 0.0 0.1 0.0 -0.468
H -0.8812 -4.9740 -3.2202 0.0 0.0 0.0 0.230
H -1.6782 -3.6152 -2.3802 0.0 0.0 0.0 0.254
H -0.8237 -4.8759 -1.4488 0.0 0.0 0.0 0.234
H 0.8309 -3.7764 -4.5560 0.0 0.0 0.0 0.253
H 2.7787 -1.9052 -3.9890 0.0 0.0 0.0 0.254
H 4.5125 -1.6846 -2.3386 0.0 0.0 0.0 0.244
H 5.8048 0.2503 -1.4252 0.0 0.0 0.0 0.245
H 4.6096 1.9105 0.0140 0.0 0.0 0.0 0.250
H 2.2053 1.5343 0.5099 0.0 0.0 0.0 0.219
N 2.5745 0.7348 5.9944 0.0 0.0 0.1 -0.794
C 2.4634 0.3410 4.7104 0.0 0.2 -0.1 0.654
O 3.4138 0.0152 4.0274 0.0 -0.1 0.0 -0.596
C 1.0803 0.3507 4.1016 0.0 -0.1 0.0 -0.170
C -0.1164 0.5995 4.7609 0.0 0.0 0.0 -0.094
C -1.3065 0.5706 4.0494 0.0 0.0 0.0 -0.236
C -1.2706 0.3027 2.6960 0.0 0.1 0.0 0.072
N -0.1158 0.0515 2.0588 -0.1 0.1 0.0 -0.541
C 1.0260 0.0654 2.7481 0.0 -0.1 0.0 0.102
H 3.4982 0.7672 6.3933 0.0 0.0 0.0 0.423
H 1.8113 1.1050 6.5286 0.0 0.0 0.0 0.398
H -0.1459 0.8063 5.8225 0.0 0.0 0.0 0.226
H -2.2538 0.7583 4.5329 0.0 0.0 0.0 0.251
H -2.1665 0.2939 2.0874 0.0 0.0 0.0 0.238
H 1.9368 -0.1775 2.2192 0.0 0.0 0.0 0.242
O -2.2215 1.3325 -3.4258 -0.2 0.3 -0.3 -0.919
Se -1.4509 0.5159 -2.3234 0.4 -0.4 0.8 2.709
O -0.9933 -1.0367 -2.5753 -0.1 -0.2 -0.4 -1.069
O -2.1411 0.4040 -0.7721 -0.1 0.0 0.1 -1.022
O 0.0107 1.1430 -1.7189 0.1 0.0 -0.1 -0.986

---

8.
73
Properties=species:S:1:pos:R:3:forces:R:3:lowdin_charge:R:1 method="wB97M-V/def2-TZVPD" smiles="COCCO[C@@H](S)OC[C@H](C)O.CCOS(C)(=O)=O.CCOS(C)(=O)=O.CCOS(C)(=O)=O" energy_ha=-3204.378802 orbital_gap_ev=9.62
C 2.6059 -0.9750 -0.9935 0.6 -0.4 -0.3 -0.114
O 2.4896 0.1868 -0.1957 0.3 -0.1 -0.1 -0.214
C 3.2478 1.2446 -0.7856 -0.9 0.2 -0.7 -0.197
C 2.6873 2.6002 -0.2401 1.1 -1.0 1.4 -0.190
O 1.3032 2.4244 0.0496 -0.4 0.6 -1.5 -0.126
C 0.4871 3.1224 -0.8764 -0.3 1.8 1.1 -0.654
S 0.9036 2.7044 -2.6304 0.0 -0.4 -0.9 0.828
O -0.8609 3.0290 -0.5144 0.8 -0.5 -0.8 -0.093
C -1.5694 1.9363 -1.0899 -1.1 -1.3 0.5 -0.184
C -0.9733 0.5296 -0.7776 0.1 -0.8 -0.9 -0.401
C -1.9133 -0.6344 -1.2637 0.2 0.5 0.7 -0.017
O -0.7208 0.3720 0.6159 -0.2 0.3 -0.3 -0.037
H 3.6878 -1.1674 -1.1820 -0.6 -0.1 -0.1 0.094
H 2.1889 -1.8655 -0.4909 0.1 0.6 0.1 0.083
H 2.0873 -0.8773 -1.9744 0.3 0.2 0.5 0.095
H 4.3241 1.0822 -0.5772 -0.4 0.4 -0.1 0.133
H 3.0498 1.1960 -1.8822 0.5 0.1 0.5 0.087
H 3.1851 2.7830 0.7396 -0.4 0.0 -0.5 0.116
H 2.9259 3.4760 -0.8707 -0.3 -0.5 0.0 0.120
H 0.7575 4.1944 -0.7421 -0.4 -0.5 -0.3 0.128
H -0.1242 3.1937 -3.4077 0.4 0.0 1.1 -0.105
H -1.8026 2.0657 -2.1697 0.5 -0.1 0.5 0.111
H -2.5695 1.9331 -0.5941 0.6 0.3 -0.2 0.140
H -0.0052 0.3663 -1.2955 -0.4 0.4 0.5 0.104
H -1.8176 -1.4361 -0.5010 -0.1 0.4 -0.5 0.070
H -2.9642 -0.2851 -1.2358 0.4 -0.4 -0.3 0.081
H -1.6182 -1.0392 -2.2499 -0.4 0.4 0.4 0.075
H -1.3353 0.9603 1.0607 0.0 0.0 0.4 0.092
C -4.9819 -1.9750 -5.7918 0.0 0.2 0.2 -0.075
C -3.7215 -1.7353 -6.6030 -0.3 -0.8 0.3 -0.258
O -3.5129 -0.3430 -6.8831 0.3 0.6 0.2 -0.264
S -3.0144 0.6054 -5.6830 -0.2 0.0 -0.6 0.579
C -2.6415 2.0290 -6.6604 0.0 -0.1 -0.1 -0.119
O -1.7939 0.0730 -5.1448 -0.4 0.0 0.2 -0.285
O -4.1341 0.9191 -4.8395 0.5 -0.2 0.0 -0.281
H -4.9006 -1.5404 -4.7955 0.0 0.0 0.0 0.068
H -5.1666 -3.0440 -5.6762 0.1 0.0 -0.1 0.082
H -5.8436 -1.5144 -6.2770 0.0 -0.1 0.0 0.085
H -2.8451 -2.1558 -6.1038 0.0 0.2 0.0 0.116
H -3.8138 -2.2340 -7.5679 0.1 0.3 -0.1 0.122
H -1.8125 1.7973 -7.3249 0.0 0.0 0.0 0.075
H -2.3644 2.8280 -5.9752 0.0 -0.1 0.1 0.072
H -3.5284 2.3123 -7.2223 0.0 0.0 0.0 0.076
C 5.0118 4.2384 6.4644 0.1 0.0 -0.2 -0.078
C 4.0941 3.0501 6.6887 0.6 0.3 0.5 -0.262
O 3.3375 2.7205 5.5162 0.0 -0.3 -0.5 -0.265
S 4.1019 1.9977 4.2965 -0.6 0.2 0.1 0.595
C 2.6753 1.5732 3.3484 0.0 0.0 0.1 -0.114
O 4.7229 0.7990 4.7863 0.2 0.4 -0.1 -0.278
O 4.8525 2.9855 3.5692 0.0 -0.4 0.2 -0.288
H 5.7885 4.0069 5.7357 0.0 0.0 0.0 0.068
H 5.5019 4.5265 7.3957 -0.1 0.0 0.0 0.080
H 4.4493 5.0899 6.0789 0.0 0.0 0.1 0.084
H 4.6548 2.1781 7.0342 -0.1 -0.1 -0.2 0.115
H 3.3695 3.2965 7.4651 -0.2 -0.1 -0.2 0.121
H 2.0820 0.8475 3.8992 0.0 0.0 0.0 0.079
H 3.0243 1.1400 2.4119 0.0 0.0 0.0 0.062
H 2.1031 2.4766 3.1483 0.0 0.0 0.0 0.080
C -3.2739 -5.9563 2.6671 -0.1 0.2 -0.1 -0.077
C -1.9615 -5.8458 3.4221 -0.7 -0.4 0.3 -0.263
O -1.0110 -5.0180 2.7386 0.2 0.5 -0.1 -0.266
S -1.2430 -3.4235 2.7534 0.4 -0.2 -0.3 0.592
C 0.3206 -2.9505 2.0827 0.1 0.0 0.0 -0.119
O -1.3248 -2.9805 4.1168 -0.3 -0.1 -0.3 -0.277
O -2.2620 -3.0968 1.7941 0.1 0.0 0.5 -0.286
H -3.7849 -4.9948 2.6186 0.0 0.0 0.0 0.068
H -3.9414 -6.6657 3.1588 0.1 0.0 0.0 0.080
H -3.0996 -6.2826 1.6408 0.0 -0.1 0.1 0.084
H -2.1208 -5.4781 4.4387 0.1 0.1 -0.1 0.115
H -1.5088 -6.8342 3.5035 0.3 0.2 -0.1 0.120
H 1.1055 -3.2192 2.7860 -0.1 0.0 0.0 0.076
H 0.2960 -1.8700 1.9355 -0.1 0.0 0.0 0.065
H 0.4590 -3.4528 1.1278 -0.1 0.0 0.0 0.072

---

Computed strongest force on any atom (eV/A) in order:
5.45 1.39 5.63 6.87 1.29 6.33 1.01 2.17